175
Properties=species:S:1:pos:R:3 method="wB97M-V/def2-TZVPD" e_homo_ev="-1.25 / -6.63" total_energy_ha=-6303.08390 e_lumo_ev="1.61 / 1.61" spin_multiplicity=2 homo_lumo_gap_ev="2.85 / 8.24" total_charge=-1 max_force_ha_per_bohr=0.1623
Cd 2.00 -1.38 1.92
C 0.52 -3.97 4.90
F 0.14 -2.83 5.48
F 0.55 -4.87 5.82
F -0.38 -4.20 3.93
S 2.29 -3.72 4.15
O 2.87 -2.54 4.79
O 3.04 -4.98 4.36
N 2.04 -3.25 2.42
S 1.70 -4.66 1.68
O 1.18 -5.77 2.51
O 0.92 -4.33 0.51
C 3.40 -5.30 0.99
F 4.16 -5.78 1.98
F 3.15 -6.32 0.15
F 4.10 -4.35 0.37
C 2.28 1.17 -1.16
F 1.39 2.09 -0.87
F 2.76 1.43 -2.39
F 3.30 1.20 -0.30
S 1.38 -0.57 -1.16
O 0.47 -0.55 -2.33
O 2.48 -1.52 -1.34
N 0.82 -0.76 0.51
S -0.69 -0.73 0.14
O -1.22 0.52 -0.43
O -1.16 -1.94 -0.50
C -1.40 -0.86 1.98
F -2.72 -1.13 1.88
F -0.73 -1.81 2.61
F -1.25 0.25 2.63
C 6.43 1.65 -1.41
C 6.50 0.75 -0.22
O 5.72 -0.34 -0.55
H 6.94 1.23 -2.27
H 7.02 2.56 -1.23
H 5.43 2.03 -1.60
H 6.08 1.17 0.69
H 7.51 0.42 0.00
H 5.71 -0.52 -1.49
C -1.58 3.79 0.42
C -2.36 5.01 0.05
O -3.18 5.30 1.19
H -0.83 4.12 1.15
H -1.03 3.36 -0.42
H -2.14 2.95 0.83
H -3.00 4.79 -0.80
H -1.69 5.85 -0.12
H -3.68 6.09 1.00
C 2.58 -0.22 -5.38
C 3.23 1.11 -5.74
O 4.60 1.01 -5.39
H 2.75 -0.94 -6.18
H 1.51 -0.03 -5.25
H 2.92 -0.56 -4.40
H 2.80 1.99 -5.25
H 3.09 1.30 -6.81
H 5.00 1.87 -5.56
C -1.90 -2.13 -4.57
C -1.72 -1.92 -6.08
O -0.42 -2.37 -6.46
H -1.19 -1.47 -4.07
H -1.64 -3.13 -4.21
H -2.88 -1.90 -4.15
H -1.79 -0.87 -6.36
H -2.51 -2.39 -6.66
H -0.30 -2.10 -7.37
C -4.59 1.12 -1.20
C -4.37 -0.21 -1.91
O -5.51 -0.51 -2.66
H -5.40 0.96 -0.49
H -4.85 1.97 -1.83
H -3.77 1.48 -0.58
H -4.08 -1.03 -1.24
H -3.63 -0.13 -2.70
H -5.34 -1.29 -3.19
C -6.20 -2.61 0.62
C -5.84 -2.95 2.11
O -6.55 -1.98 2.88
H -5.65 -3.29 -0.03
H -5.88 -1.60 0.39
H -7.25 -2.74 0.35
H -4.76 -2.93 2.22
H -6.13 -3.98 2.36
H -6.15 -1.98 3.75
C 5.55 -2.62 2.38
C 4.94 -1.22 2.45
O 4.00 -1.05 1.43
H 6.44 -2.70 3.01
H 5.88 -2.82 1.35
H 4.78 -3.31 2.71
H 5.74 -0.51 2.22
H 4.47 -1.06 3.42
H 4.54 -0.81 0.68
C -2.25 -5.57 -2.30
C -2.95 -4.48 -1.60
O -4.35 -4.61 -1.91
H -1.18 -5.45 -2.16
H -2.44 -5.63 -3.37
H -2.47 -6.55 -1.87
H -2.71 -3.49 -1.99
H -2.79 -4.49 -0.52
H -4.61 -5.50 -1.66
C 2.95 4.84 -4.09
C 4.31 5.56 -4.09
O 4.62 5.93 -2.76
H 2.60 4.68 -5.11
H 2.17 5.44 -3.61
H 3.02 3.84 -3.68
H 4.17 6.49 -4.64
H 5.11 4.99 -4.57
H 3.90 6.45 -2.41
C -4.45 1.80 4.29
C -3.61 2.42 3.20
O -3.46 3.78 3.46
H -5.37 2.31 4.58
H -3.91 1.81 5.24
H -4.67 0.75 4.08
H -4.08 2.21 2.24
H -2.62 1.99 3.24
H -3.17 4.21 2.66
C 1.92 -4.47 -2.79
C 1.19 -3.58 -3.74
O 1.01 -4.27 -4.97
H 2.94 -4.74 -3.06
H 1.31 -5.34 -2.55
H 1.98 -4.06 -1.79
H 1.74 -2.65 -3.86
H 0.21 -3.33 -3.31
H 0.44 -3.68 -5.47
C 1.83 5.18 -0.49
C 2.10 6.66 -0.42
O 2.52 7.20 -1.68
H 1.23 4.98 -1.37
H 1.21 4.86 0.34
H 2.72 4.56 -0.56
H 2.85 6.80 0.37
H 1.20 7.17 -0.07
H 1.91 7.90 -1.93
C -1.06 1.96 -3.79
C -1.66 3.37 -3.90
O -2.12 3.66 -5.22
H -0.93 1.65 -2.76
H -0.09 1.78 -4.26
H -1.72 1.18 -4.18
H -0.95 4.13 -3.60
H -2.48 3.40 -3.18
H -2.40 4.58 -5.30
C -0.66 2.24 6.53
C -1.00 0.85 5.99
O 0.23 0.17 5.64
H -1.59 2.72 6.86
H -0.17 2.86 5.78
H 0.00 2.15 7.39
H -1.66 0.86 5.12
H -1.56 0.24 6.70
H 0.66 -0.14 6.44
C 1.25 2.23 2.49
C 2.22 1.27 3.24
O 1.62 -0.03 3.38
H 1.72 3.21 2.45
H 0.33 2.46 3.02
H 1.00 1.79 1.52
H 2.38 1.77 4.20
H 3.19 1.15 2.78
H 1.11 0.06 4.19
C -3.33 -2.65 5.23
C -4.74 -2.80 5.79
O -5.47 -1.60 5.54
H -2.63 -3.44 5.51
H -2.87 -1.72 5.57
H -3.37 -2.68 4.14
H -4.71 -3.07 6.84
H -5.17 -3.64 5.24
H -5.23 -1.02 6.26

***

75
Properties=species:S:1:pos:R:3 method="wB97M-V/def2-TZVPD" e_homo_ev=-3.06 total_energy_ha=-1594.49078 e_lumo_ev=4.53 homo_lumo_gap_ev=7.59 total_charge=-2 max_force_ha_per_bohr=0.0230 de_lowest_ev=0.000
C 0.66 -0.27 0.70
O -0.04 -1.19 0.13
O 1.94 -0.20 0.48
O 0.11 0.52 1.57
C 0.12 1.58 -4.31
C -0.74 0.98 -3.21
C -2.20 0.91 -3.59
O -2.72 2.16 -3.97
C -4.05 2.04 -4.41
N -0.28 -0.37 -2.93
H 0.04 0.98 -5.22
H 1.18 1.55 -4.05
H -0.17 2.61 -4.53
H -0.66 1.62 -2.32
H -2.74 0.49 -2.72
H -2.38 0.16 -4.37
H -4.59 1.35 -3.77
H -4.06 1.70 -5.46
H -4.51 3.03 -4.36
H 0.70 -0.41 -2.69
H -0.72 -0.73 -2.08
C 3.26 2.62 2.04
O 3.83 1.80 1.05
H 2.21 2.85 1.84
H 3.34 2.19 3.04
H 3.78 3.59 2.05
H 3.13 1.15 0.81
C -3.03 0.82 0.26
O -2.60 0.84 1.61
H -2.79 1.78 -0.20
H -2.55 0.01 -0.30
H -4.11 0.67 0.23
H -1.63 0.62 1.62
C -0.81 2.02 4.53
O 0.15 2.45 3.58
H -1.80 1.91 4.07
H -0.58 1.01 4.90
H -0.82 2.76 5.32
H 0.14 1.78 2.86
C -1.49 -2.72 3.26
O -1.55 -1.36 3.66
H -2.41 -3.10 2.82
H -0.63 -2.93 2.62
H -1.30 -3.31 4.17
H -1.15 -0.85 2.94
C 2.47 -3.71 0.86
O 1.17 -3.69 0.34
H 2.68 -4.73 1.21
H 3.23 -3.49 0.10
H 2.59 -3.01 1.70
H 0.85 -2.75 0.28
C -2.40 -3.06 -1.68
O -2.22 -2.83 -0.30
H -2.61 -2.12 -2.21
H -1.52 -3.48 -2.18
H -3.26 -3.73 -1.80
H -1.54 -2.13 -0.21
C 1.00 3.21 -0.66
O -0.15 3.08 0.17
H 1.61 2.31 -0.63
H 0.65 3.35 -1.69
H 1.59 4.08 -0.36
H -0.12 2.19 0.57
C 2.22 -0.72 3.91
O 3.18 -0.93 2.91
H 1.82 0.30 3.92
H 1.35 -1.39 3.82
H 2.67 -0.92 4.89
H 2.82 -0.60 2.06
C 2.82 -2.02 -2.30
O 2.72 -0.62 -2.08
H 1.97 -2.54 -1.85
H 2.77 -2.20 -3.38
H 3.76 -2.41 -1.91
H 2.40 -0.50 -1.14

***

43
Properties=species:S:1:pos:R:3 method="wB97M-V/def2-TZVPD" e_homo_ev=-14.19 total_energy_ha=-1373.56456 e_lumo_ev=-10.75 homo_lumo_gap_ev=3.45 total_charge=+2 max_force_ha_per_bohr=0.2412 de_lowest_ev=2.035
Hf -0.33 2.73 0.43
F 1.73 2.68 -0.52
F -0.03 0.58 -0.33
C -3.41 -1.35 -0.69
O -4.56 -1.65 -0.92
N -2.62 -0.67 -1.58
N -2.67 -1.79 0.38
H -2.86 -0.92 -2.53
H -1.66 -0.57 -1.30
H -2.99 -2.52 0.99
H -1.72 -1.48 0.44
C 2.79 -0.59 2.26
O 2.60 0.63 2.20
N 3.58 -1.06 3.25
N 2.20 -1.51 1.48
H 4.18 -0.47 3.80
H 3.81 -2.03 3.12
H 2.29 -2.50 1.63
H 1.68 -1.12 0.72
C 2.18 -2.15 -1.93
O 3.02 -2.94 -2.31
N 0.84 -2.43 -1.75
N 2.46 -0.87 -1.63
H 0.60 -3.36 -2.05
H 0.35 -1.68 -1.31
H 1.81 -0.12 -1.46
H 3.40 -0.55 -1.81
C -0.90 0.82 3.27
O -0.37 1.26 2.20
N -0.59 -0.28 3.91
N -1.66 1.66 4.01
H -1.05 -0.38 4.79
H 0.08 -0.92 3.50
H -1.89 2.56 3.63
H -1.77 1.34 4.95
C -1.18 2.70 -3.09
O -0.90 2.83 -1.86
N -1.28 3.76 -3.89
N -1.09 1.56 -3.82
H -0.99 4.65 -3.51
H -1.60 3.76 -4.84
H -0.41 1.73 -4.54
H -1.08 0.70 -3.30

***

156
Properties=species:S:1:pos:R:3 method="wB97M-V/def2-TZVPD" e_homo_ev="-10.97 / -10.97" total_energy_ha=-8529.25282 e_lumo_ev="-4.07 / -4.12" spin_multiplicity=6 homo_lumo_gap_ev="6.90 / 6.85" total_charge=+1 max_force_ha_per_bohr=0.1152
Mn -2.02 -1.95 0.25
Br 0.26 -0.80 -0.06
C 4.28 5.08 6.10
C 3.19 5.88 5.65
C 2.32 5.21 4.76
C 2.53 3.92 4.36
C 3.56 3.11 4.88
C 4.49 3.80 5.65
N 1.65 3.34 3.33
O 1.72 2.13 3.14
O 0.98 4.17 2.61
H 4.94 5.33 6.92
H 2.91 6.83 6.08
H 1.45 5.79 4.49
H 3.92 2.13 4.62
H 5.45 3.33 5.80
C -3.34 3.36 -2.35
C -2.26 3.96 -1.61
C -2.47 5.26 -1.08
C -3.68 5.96 -1.23
C -4.73 5.31 -1.91
C -4.57 4.04 -2.50
N -3.90 7.33 -0.70
O -2.92 7.93 -0.16
O -4.93 7.85 -0.80
H -3.23 2.36 -2.75
H -1.37 3.35 -1.60
H -1.76 5.66 -0.37
H -5.66 5.83 -2.09
H -5.37 3.55 -3.02
C -1.78 2.34 5.47
C -2.30 1.28 6.19
C -2.44 0.04 5.64
C -2.02 -0.18 4.31
C -1.54 0.85 3.58
C -1.39 2.12 4.11
N -2.29 -1.50 3.77
O -1.98 -1.69 2.65
O -2.54 -2.42 4.55
H -1.61 3.30 5.92
H -2.74 1.42 7.16
H -3.03 -0.69 6.18
H -1.25 0.61 2.57
H -0.83 2.78 3.46
C -0.54 -8.75 2.38
C -0.80 -8.15 1.15
C -0.76 -6.78 1.07
C -0.35 -5.95 2.15
C -0.04 -6.57 3.33
C -0.15 -7.94 3.44
N -0.35 -4.51 1.99
O -0.97 -3.83 1.10
O 0.22 -3.88 2.86
H -0.62 -9.79 2.63
H -1.02 -8.69 0.24
H -1.04 -6.37 0.11
H 0.41 -6.03 4.15
H 0.02 -8.44 4.38
C -5.13 3.59 4.10
C -5.25 4.21 2.86
C -4.97 3.42 1.73
C -4.61 2.04 1.85
C -4.61 1.50 3.12
C -4.94 2.23 4.23
N -4.14 1.14 0.75
O -4.57 1.38 -0.41
O -3.42 0.14 1.05
H -5.31 4.08 5.05
H -5.58 5.23 2.69
H -5.16 3.86 0.76
H -4.58 0.43 3.29
H -4.98 1.76 5.20
C 1.73 2.89 -3.26
C 0.92 1.77 -3.47
C 1.00 1.01 -4.61
C 1.93 1.37 -5.56
C 2.83 2.40 -5.42
C 2.67 3.15 -4.30
N 2.16 0.40 -6.62
O 1.19 -0.37 -6.87
O 3.30 0.08 -6.80
H 1.67 3.48 -2.36
H 0.15 1.51 -2.75
H 0.47 0.09 -4.77
H 3.56 2.68 -6.16
H 3.27 4.02 -4.05
C -6.78 -0.28 -4.26
C -5.79 -0.03 -5.15
C -4.46 -0.14 -4.72
C -4.22 -0.42 -3.39
C -5.21 -0.71 -2.55
C -6.50 -0.53 -2.93
N -2.84 -0.54 -2.89
O -2.69 -1.29 -1.95
O -1.93 -0.02 -3.57
H -7.80 -0.10 -4.58
H -6.06 0.29 -6.15
H -3.61 0.20 -5.29
H -5.11 -0.77 -1.48
H -7.37 -0.66 -2.30
C 3.55 -1.12 2.55
C 4.92 -1.23 3.04
C 5.57 -2.39 3.41
C 4.88 -3.59 3.30
C 3.64 -3.53 2.66
C 2.91 -2.33 2.41
N 5.42 -4.96 3.42
O 6.56 -4.96 3.71
O 4.75 -5.96 3.07
H 3.01 -0.19 2.44
H 5.57 -0.37 3.01
H 6.64 -2.25 3.52
H 3.09 -4.39 2.30
H 1.88 -2.40 2.07
C -3.51 -3.53 -6.12
C -2.31 -2.94 -6.18
C -1.52 -2.93 -5.04
C -1.82 -3.66 -3.91
C -3.00 -4.34 -3.76
C -3.86 -4.29 -4.96
N -0.84 -3.72 -2.80
O -1.35 -3.65 -1.70
O 0.39 -3.89 -3.09
H -4.11 -3.55 -7.01
H -2.05 -2.47 -7.11
H -0.53 -2.50 -4.94
H -3.44 -4.76 -2.87
H -4.83 -4.76 -4.90
C 4.15 1.77 -0.45
C 5.14 2.40 -1.21
C 5.08 3.80 -1.31
C 4.10 4.52 -0.54
C 3.17 3.79 0.19
C 3.29 2.42 0.35
N 4.23 6.05 -0.52
O 3.48 6.69 0.20
O 5.07 6.53 -1.22
H 4.07 0.69 -0.50
H 5.83 1.71 -1.67
H 5.88 4.30 -1.84
H 2.39 4.28 0.75
H 2.65 1.87 1.03
C 3.98 -2.55 -1.12
C 5.11 -3.21 -0.76
C 5.53 -4.32 -1.44
C 4.91 -4.81 -2.64
C 3.74 -4.10 -3.05
C 3.31 -2.99 -2.33
N 5.50 -5.81 -3.47
O 6.24 -6.65 -3.01
O 5.20 -5.87 -4.66
H 3.61 -1.64 -0.67
H 5.64 -2.90 0.13
H 6.45 -4.83 -1.19
H 3.24 -4.25 -4.00
H 2.45 -2.38 -2.57

***

21
Properties=species:S:1:pos:R:3 method="wB97M-V/def2-TZVPD" e_homo_ev=-8.77 total_energy_ha=-308.30679 e_lumo_ev=0.74 homo_lumo_gap_ev=9.51 max_force_ha_per_bohr=0.0616 de_lowest_ev=3.164
N -2.78 -1.06 0.34
C -2.15 0.16 -0.17
C -1.91 1.13 1.00
C -0.86 -0.22 -0.94
N 0.33 0.23 -0.76
C 3.12 -0.52 0.64
C 3.68 0.39 -0.44
H -3.33 -1.63 -0.28
H -2.14 -1.63 0.88
H -2.81 0.57 -0.95
H -0.84 1.28 1.14
H -2.33 0.73 1.90
H -2.25 2.11 0.72
H 0.05 -0.11 0.22
H -1.11 -0.84 -1.82
H 2.98 -0.03 1.60
H 2.19 -0.94 0.27
H 3.79 -1.34 0.91
H 2.87 0.97 -0.89
H 4.47 1.06 -0.12
H 4.07 -0.20 -1.27

***

18
Properties=species:S:1:pos:R:3 method="wB97M-V/def2-TZVPD" e_homo_ev="-7.47 / -7.46" total_energy_ha=-695.04250 e_lumo_ev="-1.38 / -1.38" homo_lumo_gap_ev="6.09 / 6.09" max_force_ha_per_bohr=0.0300 de_lowest_ev=2.770
C 0.46 2.01 0.01
C 0.47 -0.65 1.37
C -0.14 -1.71 -0.86
C 0.66 0.72 -0.78
C 0.24 -0.53 -0.08
F -3.04 -0.86 0.30
S -2.62 0.75 0.11
H -0.60 2.11 0.26
H 0.75 2.86 -0.59
H 1.03 2.02 0.93
H 0.25 -1.66 1.72
H 1.51 -0.41 1.60
H -0.14 0.06 1.92
H -0.30 -1.48 -1.91
H 0.64 -2.48 -0.78
H -1.05 -2.15 -0.45
H 1.73 0.62 -1.01
H 0.14 0.79 -1.74